ORCA calculation (ωB97M-V/def2-TZVPD) on a structure of composition C51H47F6N4O3PS5Sc at a distorted geometry.

```
118
C51H47F6N4O3PS5Sc ωB97M-V/def2-TZVPD
C 1.293 6.542 5.031
C -0.938 6.815 -0.287
H 0.728 -4.112 -5.617
O -0.199 0.538 1.120
H -2.505 4.654 0.014
H 5.987 1.245 -0.253
F 0.700 -5.075 -0.153
S -2.197 1.285 -1.422
H 4.571 -1.355 3.692
H 2.550 7.414 6.556
H 0.277 5.568 3.450
C 4.690 3.616 2.756
H 1.446 -1.677 -4.806
C 1.823 1.829 -3.245
C -2.764 -2.872 4.147
C -0.024 7.822 -0.406
H 7.293 -0.746 0.456
C 2.355 4.179 2.314
H 4.570 6.208 5.825
F -0.598 -3.119 -0.102
H 6.100 -3.246 2.796
H 0.135 -1.438 3.178
H 2.012 8.438 -0.045
H 2.656 6.370 1.082
C 2.382 5.043 3.466
C 4.545 1.031 1.298
C -0.881 -1.811 3.134
N -2.786 -1.318 -0.333
N -1.502 -1.689 1.972
C 5.676 0.649 0.597
H 3.503 1.396 -4.519
H -2.213 0.895 2.904
C -3.258 0.069 -2.041
P 1.024 -3.595 0.196
H 4.069 -0.683 -3.248
C 2.905 1.076 -3.676
O -0.656 -1.422 -2.254
H 1.054 -2.862 -3.533
C -0.303 1.629 3.548
H -2.682 -2.601 -3.543
C 3.630 6.078 5.303
C -1.262 -3.732 -4.807
C 3.491 3.445 2.033
O 4.497 3.060 -0.375
H 2.665 -1.341 -1.345
C 1.286 7.647 0.083
C -1.496 2.090 6.014
C -4.770 1.956 -3.419
H -1.068 -4.384 -3.954
C 1.091 4.195 1.498
C 4.741 4.480 3.803
C 6.775 -2.431 2.535
C 0.719 5.431 0.868
H -3.056 1.818 7.478
F 0.649 -3.738 1.718
F 2.555 -3.757 0.458
C 0.458 2.144 4.593
C -2.151 2.404 7.328
H -3.272 1.311 5.100
C 1.227 5.719 3.942
H 1.571 2.769 -3.715
H -1.944 6.933 -0.671
C 6.404 -0.460 1.004
C 0.194 3.149 1.403
H -1.783 2.470 0.920
H -0.121 -2.762 -6.371
C 3.590 5.198 4.196
H -2.428 3.460 7.355
H 7.375 -2.201 3.418
H -1.471 2.224 8.160
C 2.415 -0.457 -1.913
H -5.020 2.307 -4.418
C 6.006 -1.216 2.101
H -4.114 2.669 -2.930
C -1.495 4.513 0.381
S 0.588 1.514 2.003
C 1.646 6.491 0.716
H 7.448 -2.774 1.751
S -3.923 0.368 -3.647
H 0.444 2.785 6.629
H -4.481 -2.138 0.486
H 0.255 1.969 -1.804
C 3.212 -0.081 -2.981
H 5.572 3.074 2.442
C -1.104 3.311 0.882
C 2.511 6.745 5.707
C 4.153 0.310 2.423
H -3.258 -3.324 4.996
C 4.879 -0.801 2.812
Sc -0.450 -0.972 -0.259
C -3.427 -1.900 0.603
H 0.399 7.042 5.380
C -0.144 2.375 5.817
C -0.581 5.589 0.322
C 1.079 1.374 -2.174
S -0.691 -1.292 -3.778
F 1.290 -3.209 -1.337
C 0.058 -3.275 -5.423
C -3.419 -2.760 2.927
C -1.638 1.315 3.721
C 0.674 -2.327 -4.402
H 3.312 0.627 3.026
S 3.586 2.386 0.580
C -2.757 -2.154 1.873
C -2.224 1.545 4.956
H 1.508 2.378 4.442
F 1.203 -1.842 0.514
C -1.476 -2.384 4.253
H -1.877 -4.278 -5.521
C -1.969 -2.461 -4.355
H -0.930 -2.437 5.185
H -2.465 -1.953 -5.184
H -4.427 -3.132 2.794
H -5.678 1.798 -2.843
H -0.298 8.754 -0.882
N 1.339 0.234 -1.517
N -3.503 -1.052 -1.478
H 5.662 4.620 4.357
```

Properties
Multiplicity   2
ΔE to the lowest compared entry with this formula, charge and spin   0.881 eV
LUMO level (spin up / spin down)   -5.77 / -8.22 eV
Expectation value of S²   0.7554
Frontier orbital gap (spin up / spin down)   6.444 / 4.001 eV
Largest force on an atom   0.02204 Eh/bohr
Charge   +2

ORCA calculation (ωB97M-V/def2-TZVPD) on a cluster of 2 separate species, C4H7N3O in total at a distorted geometry.

```
15
C4H7N3O ωB97M-V/def2-TZVPD
N -0.409 -1.187 -0.414
H 0.892 2.616 0.235
C 0.071 -1.182 0.787
H -0.616 -3.240 -0.126
H 0.441 -2.020 2.454
N 0.019 -2.145 1.560
O -0.272 -2.446 -1.173
C 0.558 0.217 0.918
C 0.144 0.798 -0.222
H -0.476 0.131 -2.307
H 0.386 1.036 1.860
N -0.322 -0.043 -1.129
H 0.394 2.639 -1.500
H -0.989 2.571 -0.522
C 0.181 2.256 -0.422
```

Properties
ΔE to the lowest compared entry with this formula, charge and spin   7.856 eV
LUMO level   0.47 eV
Frontier orbital gap   8.160 eV
Largest force on an atom   0.15743 Eh/bohr

ORCA calculation (ωB97M-V/def2-TZVPD) on a structure of composition C8H18BrN at a distorted geometry.

```
28
C8H18BrN ωB97M-V/def2-TZVPD
N -0.180 -0.224 -0.057
H -2.857 -1.670 -1.173
H 0.746 2.766 0.976
H -1.675 -2.892 -1.144
H 3.176 2.590 1.127
C 1.216 1.826 0.687
H 1.453 1.823 -0.377
C 0.026 0.943 0.990
C 2.589 1.743 1.482
H 1.855 -0.512 -0.260
H -0.609 -1.652 -2.752
H 3.069 0.813 1.176
H 0.941 -2.027 -0.671
C -1.254 -1.015 -2.147
H -1.177 0.971 -1.355
H 1.181 -1.528 1.012
H -2.226 -0.439 0.610
C -1.788 -1.815 -1.016
H 2.471 1.847 2.561
Br -2.521 0.293 2.301
H 0.058 0.470 1.971
C 1.023 -1.168 -0.004
H 0.410 0.545 -2.021
H -0.902 1.513 0.934
C -0.471 0.156 -1.510
H -2.008 -0.495 -2.737
H -1.132 -1.769 1.101
C -1.415 -1.094 0.293
```

Properties
ΔE to the lowest compared entry with this formula, charge and spin   1.808 eV
LUMO level   0.31 eV
Frontier orbital gap   7.139 eV
Largest force on an atom   0.08097 Eh/bohr

ORCA calculation (ωB97M-V/def2-TZVPD) on the ion C5H8N with charge +1 at a distorted geometry.

```
14
C5H8N ωB97M-V/def2-TZVPD
H 2.597 0.261 0.004
H 1.317 1.374 -0.125
N 0.744 -0.615 0.272
C -1.491 0.630 0.802
H -1.299 1.587 0.420
C -0.656 -0.202 -0.028
H 0.807 -0.398 1.321
H -2.564 0.413 0.581
H 1.714 0.310 -1.535
C -1.585 -1.740 -1.973
H -1.216 0.397 1.841
C -1.019 -0.845 -1.278
C 1.640 0.446 -0.382
H 1.012 -1.616 0.080
```

Properties
ΔE to the lowest compared entry with this formula, charge and spin   6.698 eV
LUMO level (spin up / spin down)   -6.27 / -6.27 eV
Frontier orbital gap (spin up / spin down)   8.234 / 8.238 eV
Largest force on an atom   0.17940 Eh/bohr
Charge   +1

ORCA calculation (ωB97M-V/def2-TZVPD) on a structure of composition C5H10O2 at a distorted geometry.

```
17
C5H10O2 ωB97M-V/def2-TZVPD
O 1.325 0.951 0.165
H 0.997 -1.177 0.828
H -1.449 0.264 1.989
C -0.963 -0.624 1.609
C -1.111 -0.906 0.124
H -0.909 -1.484 2.278
H -1.603 0.164 -1.700
H 1.753 -0.060 -1.598
H 2.809 -0.253 -0.218
C 2.267 0.506 -0.795
H 2.874 1.294 -1.251
C -1.653 0.267 -0.608
O -0.889 1.408 -0.294
C 0.192 -0.484 0.694
H -1.286 -1.914 -0.249
H -2.630 0.743 -0.432
H 0.275 1.306 -0.541
```

Properties
ΔE to the lowest compared entry with this formula, charge and spin   6.391 eV
LUMO level   0.27 eV
Frontier orbital gap   9.166 eV
Largest force on an atom   0.07146 Eh/bohr

ORCA calculation (ωB97M-V/def2-TZVPD) on an isolated molecule of C4H9NO at a distorted geometry.

```
15
C4H9NO ωB97M-V/def2-TZVPD
H 0.071 2.313 0.259
C 0.798 1.493 0.264
H 1.703 1.834 -0.255
C -0.985 -0.306 0.328
C 1.136 -1.000 -0.062
H 0.047 0.426 -1.457
H -2.775 -1.145 0.053
H -2.227 -0.203 -1.321
H 1.065 1.273 1.301
N -2.085 -0.565 -0.398
H 0.624 -1.259 0.967
O -0.933 -0.661 1.505
H 1.134 -1.696 -0.927
C 0.252 0.226 -0.389
H 2.174 -0.730 0.132
```

Properties
ΔE to the lowest compared entry with this formula, charge and spin   0.965 eV
LUMO level   0.90 eV
Structure (SMILES)   CC(C)C(N)=O
Frontier orbital gap   10.687 eV
Largest force on an atom   0.06049 Eh/bohr

ORCA calculation (ωB97M-V/def2-TZVPD) on a structure of composition C43H54FN2NaO3SSi at a distorted geometry.

```
106
C43H54FN2NaO3SSi ωB97M-V/def2-TZVPD
H -4.092 -0.964 3.671
H -0.705 0.434 3.073
C -3.014 -0.934 3.848
H -5.301 2.158 0.315
H -5.575 -1.166 -1.366
H 3.789 1.431 -5.508
H -5.757 -2.558 1.346
N 1.984 0.470 3.258
C 0.739 0.129 6.655
H -5.898 -3.357 -0.215
C 4.414 0.616 2.908
Na 1.836 1.018 0.730
F -1.379 -5.205 0.012
O -1.500 2.931 1.741
C 6.812 0.458 2.821
H 3.934 3.652 -3.444
H 5.186 -1.512 -3.639
H 1.750 4.111 -3.977
H 0.543 2.905 -4.402
C 2.899 -1.502 -5.128
C -1.179 0.165 5.153
O 0.223 2.399 0.402
H 7.768 0.249 3.292
H -3.178 -1.174 6.579
C 2.905 2.044 -5.335
H -0.695 0.838 -1.866
C 0.079 -0.007 -3.728
H -4.537 -0.247 5.938
C -1.136 -2.857 0.206
C 5.638 0.353 3.540
H -0.058 -2.905 0.191
H -1.055 1.818 -3.264
C -2.686 0.132 4.903
H 1.910 -1.930 -5.311
H 3.400 2.765 -2.011
C -5.169 -0.029 0.409
C 1.057 0.358 4.269
C -1.747 -1.594 0.313
C 4.528 -0.649 -3.470
H 3.580 -3.080 -3.068
H 4.701 -0.302 -2.452
H -1.276 -0.058 7.295
H -3.334 0.549 6.947
C -3.934 -2.646 0.241
H -3.900 -4.787 0.069
C -0.627 0.067 6.438
C 1.584 0.275 5.568
C -3.139 1.505 4.395
C 4.274 0.983 1.557
H -2.528 -0.720 2.902
H 3.634 -2.280 -5.373
H 5.687 0.056 4.584
C -5.845 -1.195 -0.306
C 5.510 1.066 0.886
C 3.667 2.657 -3.061
C -3.315 -3.879 0.135
H -6.630 1.289 -0.437
O 0.379 -0.579 0.424
S 3.311 0.370 5.483
H 7.653 0.897 0.894
C 1.374 3.108 -3.730
H 0.492 -0.344 -5.847
H -1.253 -1.719 -3.628
H 4.850 0.139 -4.150
H -1.951 0.327 -3.003
C 6.738 0.819 1.480
C -0.850 -0.412 0.440
C -0.855 2.191 0.978
H 0.986 3.144 -2.715
C 3.067 -1.057 -3.683
H 4.561 2.042 -3.103
H -0.118 1.269 -5.487
C -2.894 0.838 0.676
H 1.865 -2.723 -2.885
C -5.427 -2.517 0.301
H -2.590 1.822 3.508
H -5.053 1.362 -1.238
H 1.132 0.057 7.662
C -3.141 -1.481 0.314
C -3.471 -0.206 6.171
C 2.499 2.077 -3.870
H 3.038 -0.686 -5.837
H -4.205 1.479 4.156
C -1.542 0.835 0.684
H -2.690 -1.923 4.174
C -0.195 0.217 -5.208
C -0.198 -1.485 -3.432
H 0.006 -1.726 -2.392
H -5.520 -0.010 1.455
H -6.928 -1.055 -0.240
H -1.214 -0.106 -5.458
Si 1.891 0.402 -2.917
H 3.148 3.057 -5.679
H -3.380 1.774 0.901
C -5.551 1.280 -0.274
H 3.016 -2.047 -1.746
C -0.959 0.790 -2.917
C 3.191 0.494 3.720
H 0.405 -2.154 -4.051
H 5.514 1.334 -0.167
C -0.321 0.321 4.073
N -3.714 -0.227 0.427
H -2.985 2.266 5.162
C -1.928 -3.966 0.117
H 2.109 1.662 -5.978
C 2.862 -2.295 -2.796
```

Properties
ΔE to the lowest compared entry with this formula, charge and spin   0.094 eV
LUMO level   3.64 eV
Frontier orbital gap   3.841 eV
Largest force on an atom   0.02791 Eh/bohr
Charge   -2

ORCA calculation (ωB97M-V/def2-TZVPD) on a cluster of 2 separate species, C4H8ClN2 in total at a distorted geometry.

```
15
C4H8ClN2 ωB97M-V/def2-TZVPD
H -0.683 -1.294 1.770
N 1.714 0.750 -1.309
N 1.360 1.731 0.678
C 1.112 0.716 -0.136
H -1.870 -2.200 -1.033
C -1.530 -1.334 1.132
H -0.047 -1.685 -0.563
H 2.145 0.047 -1.827
H -2.461 -1.890 1.469
Cl -2.152 1.109 -0.389
C -1.141 -1.650 -0.381
C -1.711 -0.394 0.013
H 2.041 2.467 0.415
H 0.880 1.984 1.518
H 2.343 1.643 -1.356
```

Properties
ΔE to the lowest compared entry with this formula, charge and spin   5.632 eV
LUMO level   -6.34 eV
Frontier orbital gap   5.982 eV
Largest force on an atom   0.10707 Eh/bohr
Charge   +1